Entry one
Here is an isolated molecule of CH5NO2Si from OMol25. Energies are from ωB97M-V/def2-TZVPD.

Geometry (Å):
C1 1.792 0.605 -0.809
N1 -1.193 -1.238 1.244
O1 -1.692 -0.624 2.229
O2 -0.955 -0.737 0.032
Si1 -0.077 0.675 -0.687
H1 2.349 0.633 -1.737
H2 2.530 0.566 0.013
H3 -0.401 1.697 0.334
H4 -0.904 0.769 -1.866
H5 -1.448 -2.347 1.247

Results
- HOMO level (alpha / beta) (eV) = -9.77 / -7.81
- gap between HOMO and LUMO (alpha / beta) (eV) = 10.560 / 6.405
- LUMO level (alpha / beta) (eV) = 0.791 / -1.404
- M (g/mol) = 91.1

Entry two
Here is a cluster of 2 separate species, CH5NO2Si in total from OMol25. Energies are from ωB97M-V/def2-TZVPD.

Geometry (Å):
C1 0.217 -0.701 0.110
N1 1.455 -0.057 0.002
O1 2.483 -0.692 0.112
O2 1.402 1.143 -0.241
Si1 -1.190 0.442 -0.465
H1 0.264 -1.777 0.168
H2 -0.037 -0.360 2.133
H3 -2.388 -0.395 -0.387
H4 -1.291 1.590 0.421
H5 -0.915 0.806 -1.852

Results
- HOMO level (alpha / beta) (eV) = -11.00 / -10.64
- gap between HOMO and LUMO (alpha / beta) (eV) = 8.848 / 8.975
- LUMO level (alpha / beta) (eV) = -2.151 / -1.666
- M (g/mol) = 91.1

Energetically preferred structure: entry one | next structure: +34.9 kcal/mol

Entry one
Here is a structure of composition C32H30F3N7O2ReS2SeTe from OMol25. Energies are from ωB97M-V/def2-TZVPD.

Geometry (Å):
Re1 -0.988 -0.898 0.194
O1 -2.569 0.063 -0.415
N1 -2.373 1.102 -1.379
C1 -3.549 1.668 -1.857
C2 -3.410 2.561 -2.891
C3 -2.178 2.814 -3.493
C4 -1.094 2.176 -3.017
C5 -1.202 1.244 -1.947
S1 0.138 0.306 -1.454
H1 -4.433 1.382 -1.366
H2 -4.328 3.044 -3.336
H3 -2.131 3.472 -4.325
H4 -0.110 2.279 -3.500
F1 2.473 -1.704 5.362
C6 2.035 -0.941 4.379
F2 2.883 0.088 4.140
F3 0.870 -0.358 4.753
C7 1.731 -1.780 3.129
C8 2.461 -2.958 2.868
C9 2.156 -3.689 1.703
C10 1.192 -3.201 0.863
N2 0.505 -2.084 1.097
C11 0.739 -1.324 2.223
S2 -0.066 0.284 2.102
H5 3.143 -3.301 3.631
H6 2.663 -4.581 1.429
H7 0.886 -3.697 -0.042
C12 -3.878 -4.614 -1.101
N3 -3.532 -3.890 0.187
C13 -4.095 -4.297 1.371
C14 -3.850 -3.576 2.488
C15 -2.978 -2.432 2.422
N4 -2.415 -2.185 1.244
C16 -2.644 -2.910 0.108
O2 -1.958 -2.591 -0.860
N5 -2.681 -1.699 3.472
H8 -3.710 -5.708 -0.935
H9 -3.205 -4.292 -1.906
H10 -4.920 -4.474 -1.434
H11 -4.789 -5.131 1.324
H12 -4.360 -3.887 3.414
H13 -3.123 -1.939 4.376
H14 -2.010 -0.940 3.470
C17 1.296 4.055 2.927
N6 0.347 5.104 2.850
C18 -0.468 5.231 1.773
Se1 -0.672 3.988 0.424
N7 -1.295 6.261 2.040
C19 -1.024 6.819 3.260
C20 -1.703 7.791 3.944
C21 -1.261 8.091 5.223
C22 -0.198 7.337 5.802
C23 0.410 6.351 5.095
C24 0.010 6.081 3.809
H15 1.858 4.019 1.976
H16 0.798 3.110 3.145
H17 1.972 4.289 3.745
H18 -1.920 6.660 1.399
H19 -2.453 8.275 3.393
H20 -1.730 8.865 5.831
H21 0.118 7.630 6.798
H22 1.188 5.839 5.602
C25 2.240 -4.572 -4.872
Te1 1.329 -3.173 -3.538
C26 2.728 -1.665 -4.251
C27 3.595 -2.478 -5.245
C28 4.665 -1.800 -5.951
C29 5.483 -2.453 -6.847
C30 5.226 -3.788 -7.126
C31 4.166 -4.438 -6.513
C32 3.317 -3.792 -5.588
H23 1.468 -4.847 -5.602
H24 2.531 -5.463 -4.404
H25 3.399 -1.294 -3.509
H26 2.196 -0.869 -4.763
H27 4.927 -0.761 -5.754
H28 6.335 -1.965 -7.212
H29 5.843 -4.342 -7.734
H30 3.983 -5.496 -6.616

Results
- HOMO level (alpha / beta) (eV) = -11.34 / -11.34
- gap between HOMO and LUMO (alpha / beta) (eV) = 5.799 / 4.132
- charge = +2
- LUMO level (alpha / beta) (eV) = -5.546 / -7.212
- 2S+1 = 4
- M (g/mol) = 1058.5

Entry two
Here is a structure of composition C32H30F3N7O2ReS2SeTe from OMol25. Energies are from ωB97M-V/def2-TZVPD.

Geometry (Å):
Re1 -17.786 10.920 9.870
O1 -19.302 12.087 10.625
N1 -19.056 12.993 11.570
C1 -20.161 13.369 12.278
C2 -20.001 14.372 13.174
C3 -18.808 15.055 13.279
C4 -17.695 14.689 12.523
C5 -17.861 13.603 11.619
S1 -16.582 12.979 10.685
H1 -21.025 12.807 11.974
H2 -20.788 14.633 13.847
H3 -18.692 15.895 13.948
H4 -16.754 15.260 12.521
F1 -22.492 7.692 8.888
C6 -22.408 8.576 9.914
F2 -21.489 8.108 10.821
F3 -23.566 8.544 10.551
C7 -22.089 9.925 9.373
C8 -23.139 10.760 9.083
C9 -22.986 11.820 8.240
C10 -21.744 12.016 7.666
N2 -20.690 11.305 7.996
C11 -20.843 10.228 8.797
S2 -19.336 9.351 9.084
H5 -24.053 10.761 9.624
H6 -23.873 12.410 8.062
H7 -21.563 12.780 6.882
C12 -16.138 10.753 14.190
N3 -17.471 10.095 14.125
C13 -18.035 9.457 15.216
C14 -19.117 8.672 15.091
C15 -19.631 8.517 13.756
N4 -19.085 9.138 12.712
C16 -17.958 9.841 12.867
O2 -17.374 10.370 11.909
N5 -20.649 7.731 13.507
H8 -15.793 10.857 15.207
H9 -16.172 11.721 13.675
H10 -15.430 10.198 13.634
H11 -17.378 9.618 16.119
H12 -19.443 8.134 15.935
H13 -21.353 7.680 14.208
H14 -21.013 7.937 12.590
C17 -14.251 6.587 9.670
N6 -15.442 6.806 10.408
C18 -16.312 7.836 10.180
Se1 -16.096 9.275 8.917
N7 -17.424 7.516 10.925
C19 -17.271 6.280 11.572
C20 -18.039 5.500 12.455
C21 -17.429 4.382 13.063
C22 -16.171 4.014 12.635
C23 -15.435 4.649 11.742
C24 -15.980 5.848 11.233
H15 -14.324 5.506 9.337
H16 -13.342 6.673 10.198
H17 -14.309 7.216 8.834
H18 -18.202 8.116 11.077
H19 -19.038 5.721 12.730
H20 -17.967 3.973 13.868
H21 -15.627 3.211 13.018
H22 -14.475 4.139 11.478
C25 -18.153 11.390 5.963
Te1 -17.964 12.499 7.776
C26 -15.864 12.550 7.309
C27 -15.658 11.553 6.167
C28 -14.376 11.327 5.779
C29 -14.148 10.523 4.662
C30 -15.238 9.979 3.928
C31 -16.491 10.229 4.370
C32 -16.767 11.017 5.453
H23 -18.859 11.973 5.302
H24 -18.665 10.455 6.119
H25 -15.264 12.253 8.175
H26 -15.569 13.562 6.972
H27 -13.585 11.942 6.254
H28 -13.140 10.372 4.291
H29 -15.086 9.394 3.024
H30 -17.327 9.765 3.843

Results
- HOMO level (alpha / beta) (eV) = -13.00 / -13.06
- gap between HOMO and LUMO (alpha / beta) (eV) = 8.023 / 6.694
- charge = +2
- LUMO level (alpha / beta) (eV) = -4.977 / -6.364
- 2S+1 = 4
- M (g/mol) = 1058.5

Energetically preferred structure: entry two | next structure: +15.1 kcal/mol

Entry one
Here is a structure of composition C3H6ClNS from OMol25. Energies are from ωB97M-V/def2-TZVPD.

Geometry (Å):
C1 -1.208 0.208 0.157
C2 1.101 0.980 -0.399
C3 -0.319 -1.448 0.788
N1 -0.307 1.073 -0.274
S1 -2.800 0.408 -0.071
Cl1 0.461 -2.291 -0.485
H1 1.424 1.832 -0.985
H2 1.647 0.907 0.516
H3 1.346 -0.043 -0.829
H4 -1.118 -2.131 1.178
H5 0.397 -1.126 1.448
H6 -0.624 1.632 -1.045

Results
- HOMO level (eV) = -8.39
- gap between HOMO and LUMO (eV) = 8.867
- LUMO level (eV) = 0.476
- M (g/mol) = 123.6

Entry two
Here is an isolated molecule of C3H6ClNS from OMol25. Energies are from ωB97M-V/def2-TZVPD.

Geometry (Å):
C1 -0.293 -1.149 -0.782
C2 -0.038 -0.010 0.115
C3 -1.091 0.839 0.819
H1 0.074 -0.902 -1.755
H2 -1.385 -1.173 -0.854
H3 0.065 -2.176 -0.437
H4 -1.602 0.146 1.480
H5 -0.598 1.548 1.540
H6 3.416 0.836 0.237
N1 1.127 0.588 0.409
S1 2.509 0.006 -0.360
Cl1 -2.184 1.448 -0.411

Results
- HOMO level (eV) = -8.74
- gap between HOMO and LUMO (eV) = 9.605
- LUMO level (eV) = 0.866
- M (g/mol) = 123.6

Energetically preferred structure: entry two | next structure: +20.4 kcal/mol